Entry from OMol25: C14H12CoN2O4Se as an isolated structure at a distorted geometry (ωB97M-V/def2-TZVPD).

Atoms and positions in Å:
Co (-0.5218, 1.2147, -2.7535)
C (-1.2903, -0.3661, -2.5045)
O (-1.6451, -1.4070, -2.1385)
C (-0.1021, 2.7201, -3.5767)
O (0.3301, 3.7237, -3.9367)
C (1.0626, 0.5834, -2.9986)
O (2.1598, 0.2179, -3.0334)
C (-1.0553, 1.9715, -1.2650)
O (-1.2783, 2.3631, -0.1964)
C (2.2012, 2.6629, 1.1862)
H (1.2689, 2.9346, 1.6841)
H (3.0812, 2.9847, 1.7814)
C (2.3924, 3.1404, -0.1440)
H (3.0994, 2.6470, -0.8113)
H (1.8054, 3.9900, -0.4957)
C (1.6135, -2.1345, -0.2047)
N (0.7050, -1.3473, 0.6171)
C (0.9679, -0.1211, 1.1634)
Se (2.6663, 0.6770, 1.1733)
N (-0.1959, 0.2591, 1.7737)
C (-1.1867, -0.7194, 1.6326)
C (-2.5004, -0.8029, 2.0787)
C (-3.1972, -1.9814, 1.7831)
C (-2.5961, -3.0229, 1.0558)
C (-1.2843, -2.9102, 0.5806)
C (-0.6079, -1.7375, 0.9033)
H (1.4983, -3.1884, 0.0646)
H (2.6385, -1.8030, -0.0159)
H (1.3761, -1.9971, -1.2690)
H (-0.3235, 1.1426, 2.2573)
H (-2.9239, 0.0290, 2.6370)
H (-4.2219, -2.1133, 2.1201)
H (-3.1593, -3.9332, 0.8563)
H (-0.7765, -3.6764, -0.0049)

Values from the calculation:
Molecular weight = 410.15 Da
Net charge = +3
ΔE to the lowest compared entry with this formula, charge and spin = 0.00 kcal per mole
Gap between HOMO and LUMO (spin up / spin down) = 7.621 / 5.343 eV
Spin multiplicity = 5